Entry 1:
# C31H52O7

A cluster of 11 separate species, C31H52O7 in total at a distorted geometry (ωB97M-V with the def2-TZVPD basis set, OMol25).

Geometry as XYZ:
```
90
Properties=species:S:1:pos:R:3:forces:R:3:lowdin_charge:R:1
C 3.536 -6.468 -0.169 0.70 0.10 0.41 -0.10
C 3.509 -5.291 0.562 0.29 0.30 0.02 -0.09
C 3.097 -4.079 0.002 -0.05 -1.51 0.24 -0.09
C 2.682 -4.130 -1.318 -0.15 0.37 0.32 -0.10
C 2.666 -5.329 -2.041 -0.15 1.39 -0.05 -0.09
C 3.136 -6.501 -1.491 -0.54 0.07 -0.13 -0.09
H 3.994 -7.302 0.342 -0.25 -0.42 -0.22 0.10
H 3.894 -5.341 1.570 -0.13 0.15 0.20 0.10
H 3.023 -3.211 0.641 0.07 0.28 -0.27 0.09
H 2.337 -3.194 -1.733 -0.22 -0.11 -0.47 0.09
H 2.256 -5.240 -3.037 0.14 -0.43 -0.21 0.10
H 3.101 -7.398 -2.092 0.20 -0.19 0.16 0.10
C 1.040 -0.979 3.715 -0.78 0.57 0.48 -0.09
C -0.331 -1.083 3.513 -0.90 1.01 1.05 -0.09
C -1.218 -0.433 4.407 0.14 -0.15 -0.17 -0.10
C -0.797 0.234 5.556 0.89 -0.75 -1.26 -0.10
C 0.583 0.282 5.761 0.68 0.00 -0.08 -0.10
C 1.509 -0.255 4.838 -1.14 -1.28 -0.27 -0.08
H 1.668 -1.457 2.977 0.44 0.01 0.22 0.09
H -0.796 -1.630 2.706 0.36 -0.04 -0.25 0.08
H -2.281 -0.431 4.219 -0.14 -0.31 -0.21 0.09
H -1.541 0.636 6.228 0.23 0.17 0.15 0.10
H 0.955 0.731 6.670 0.16 0.10 0.06 0.10
H 2.564 -0.373 5.040 0.10 0.68 0.25 0.10
C -0.090 0.597 -6.861 0.19 0.75 -0.59 -0.13
C -0.719 -0.552 -6.405 0.12 -0.36 0.61 -0.09
C -0.993 -0.729 -5.036 0.74 0.25 -0.80 -0.08
C -0.675 0.304 -4.175 0.14 0.87 -0.53 -0.09
C -0.062 1.469 -4.667 0.18 0.60 -0.75 -0.08
C 0.297 1.642 -6.036 -1.19 -1.49 2.02 -0.08
H 0.079 0.795 -7.909 0.00 -0.61 -0.32 0.09
H -0.928 -1.331 -7.123 -0.19 -0.10 0.02 0.09
H -1.353 -1.645 -4.591 -0.33 -0.13 -0.31 0.09
H -0.979 0.209 -3.143 0.23 0.18 0.18 0.09
H 0.077 2.326 -4.025 0.20 -0.11 0.38 0.07
H 0.796 2.514 -6.433 -0.08 0.09 0.19 0.10
C -4.728 2.514 0.148 0.05 -0.08 0.06 -0.07
C -3.324 2.711 0.324 -2.12 -0.49 0.54 -0.07
C -2.884 3.992 0.538 -1.07 0.52 -0.37 -0.09
C -3.830 5.048 0.421 1.66 -0.37 0.25 -0.08
C -5.168 4.830 0.158 0.32 1.34 -0.25 -0.12
C -5.648 3.559 0.056 0.97 -1.42 0.00 -0.11
H -5.239 1.563 0.116 0.75 -0.60 -0.11 0.09
H -2.638 1.891 0.479 -0.07 -0.25 -0.31 0.09
H -1.837 4.092 0.782 -0.03 0.64 -0.02 0.07
H -3.427 6.043 0.543 -0.27 0.26 -0.05 0.09
H -5.813 5.673 -0.038 -0.09 0.17 0.28 0.10
H -6.687 3.304 -0.096 -0.08 0.23 -0.03 0.10
C -3.310 -2.273 1.090 -0.13 0.26 -0.17 -0.17
O -4.465 -3.011 1.494 0.54 0.13 -0.12 -0.11
H -3.276 -1.275 1.527 -0.30 0.27 0.05 0.06
H -2.344 -2.710 1.343 -0.06 -0.59 0.11 0.06
H -3.341 -2.172 0.005 -0.07 -0.03 0.08 0.07
H -4.449 -3.116 2.448 0.03 0.00 0.05 0.07
C 3.262 2.910 1.397 -1.67 -0.61 -0.10 -0.17
O 3.753 2.902 2.715 0.85 0.76 0.59 -0.11
H 2.499 2.133 1.434 0.03 -0.34 -1.05 0.06
H 2.686 3.810 1.184 0.38 0.29 -0.23 0.07
H 3.997 2.734 0.611 0.15 -0.05 0.38 0.09
H 3.225 3.572 3.156 0.35 -0.11 0.42 0.06
C 4.121 -0.635 -1.052 -0.83 0.24 0.87 -0.08
O 3.198 -0.381 0.056 0.52 -0.44 -0.55 -0.16
H 3.664 -0.125 -1.899 0.49 0.06 -0.02 0.09
H 5.087 -0.250 -0.725 0.09 0.11 -0.64 0.09
H 4.186 -1.705 -1.254 0.07 0.00 -0.05 0.06
H 3.645 -0.746 0.822 -0.20 0.05 0.33 0.08
C 0.258 4.156 -1.261 0.57 0.09 1.09 -0.12
O 0.483 3.116 -0.272 -0.34 -0.31 -2.24 -0.15
H 1.210 4.589 -1.570 0.23 0.05 0.12 0.07
H -0.204 3.826 -2.191 -0.19 -0.74 0.39 0.06
H -0.357 4.975 -0.887 -0.11 -0.05 0.20 0.07
H 0.460 3.379 0.651 -0.21 0.96 0.13 -0.01
C -0.144 2.598 3.016 -0.25 0.72 -0.19 -0.08
O 0.131 3.855 2.300 -0.05 -1.17 0.23 -0.15
H 0.741 2.010 3.259 0.25 0.42 0.22 0.07
H -0.738 2.873 3.887 0.18 -0.37 0.13 0.09
H -0.730 1.926 2.389 -0.17 0.48 -0.28 0.07
H 0.810 4.343 2.772 -0.04 -0.03 0.16 0.08
C -1.519 -3.964 -1.654 0.80 0.98 1.17 -0.13
O -1.578 -2.581 -1.945 -1.12 0.55 -1.06 -0.15
H -2.281 -4.544 -2.174 0.29 0.24 -0.31 0.09
H -0.480 -4.248 -1.823 -0.20 -0.89 -0.21 0.07
H -1.710 -4.025 -0.582 -0.05 -0.71 0.19 0.06
H -0.783 -2.139 -1.638 0.42 -0.18 0.22 0.02
C -0.011 -0.237 0.012 -0.88 0.44 -0.25 -0.14
O 0.678 -1.371 -0.539 -1.10 0.76 0.33 -0.13
H -1.040 -0.463 0.295 0.14 -0.90 0.57 0.06
H 0.521 0.227 0.842 0.06 -0.24 0.09 0.07
H -0.259 0.568 -0.679 0.90 0.09 -0.65 0.06
H 1.597 -1.108 -0.450 0.67 -0.09 -0.04 0.02
```
Forces are in eV/Å.

Values from the calculation:
SMILES = c1ccccc1.c1ccccc1.c1ccccc1.c1ccccc1.CO.CO.CO.CO.CO.CO.CO
Gap between HOMO and LUMO = 0.334 Ha

Entry 2:
# C4H9NO2

A cluster of 2 separate species, C4H9NO2 in total (ωB97M-V with the def2-TZVPD basis set, OMol25).

Geometry as XYZ:
```
16
Properties=species:S:1:pos:R:3:forces:R:3:nbo_charge:R:1
N 1.613 0.651 1.170 0.10 -0.03 0.04 -0.84
C 1.220 -0.645 1.271 0.10 -0.03 0.22 0.71
O 1.524 -1.382 2.183 -0.10 0.27 -0.35 -0.58
C 0.319 -1.121 0.094 -0.08 -0.15 -0.02 -0.68
C -0.982 -0.429 0.269 0.21 0.27 -0.11 0.19
C -1.053 0.916 -0.308 -0.22 -0.25 0.18 -0.30
O 0.043 1.361 -1.117 0.01 0.24 -0.15 -0.76
H 2.274 0.991 1.853 -0.09 -0.05 -0.09 0.40
H 1.431 1.180 0.325 0.03 -0.13 0.16 0.42
H 0.845 -0.882 -0.841 -0.06 0.02 0.13 0.23
H 0.227 -2.199 0.227 -0.01 0.15 0.01 0.25
H -1.958 -1.607 -2.034 -0.02 -0.01 0.02 0.00
H -2.140 -1.592 -1.309 -0.04 -0.05 -0.09 0.01
H -2.004 0.996 -0.854 0.12 -0.03 0.08 0.23
H -1.168 1.555 0.588 -0.02 -0.07 -0.07 0.24
H -0.192 2.208 -1.516 0.07 -0.15 0.03 0.48
```
Forces are in eV/Å.

Values from the calculation:
Gap between HOMO and LUMO = 0.313 Ha

Entry 3:
# C23H21HgN4O3S

A structure of composition C23H21HgN4O3S at a distorted geometry (ωB97M-V with the def2-TZVPD basis set, OMol25).

Geometry as XYZ:
```
53
Properties=species:S:1:pos:R:3:forces:R:3:lowdin_spin:R:1
Hg -0.542 1.359 1.836 -0.21 0.23 0.13 0.06
C -1.960 -1.697 3.448 -0.01 0.09 -0.05 0.00
C -0.520 -1.786 3.837 0.14 -0.11 0.49 0.00
C -0.143 -2.432 5.012 0.12 -0.02 -0.05 0.00
C 1.196 -2.456 5.354 -0.03 0.06 -0.12 0.00
C 2.112 -1.840 4.521 -0.07 0.11 -0.12 0.00
C 1.659 -1.208 3.360 -0.30 -0.46 0.54 0.00
N 0.363 -1.197 3.043 0.07 -0.04 -0.32 0.00
C 2.584 -0.497 2.451 0.66 0.32 -0.27 0.00
C 3.948 -0.394 2.748 -0.16 0.03 -0.08 0.00
C 4.759 0.346 1.908 -0.15 -0.03 -0.06 0.00
C 4.203 0.929 0.785 -0.09 -0.05 0.04 0.00
C 2.839 0.751 0.527 0.57 -0.21 0.42 0.00
N 2.064 0.066 1.362 -0.24 -0.13 -0.08 0.00
C 2.234 1.365 -0.677 0.07 0.40 -0.71 0.00
C 3.035 1.716 -1.764 -0.10 -0.03 0.18 0.00
C 2.476 2.453 -2.794 -0.12 -0.01 0.09 0.00
C 1.133 2.770 -2.738 0.04 -0.13 0.04 0.00
C 0.369 2.302 -1.666 0.32 0.21 -0.39 0.00
C -1.104 2.546 -1.634 -0.16 -0.01 0.18 0.00
N 0.930 1.637 -0.667 -0.14 -0.34 0.48 0.01
H -2.602 -1.869 4.307 -0.12 -0.03 0.01 0.00
H -2.195 -2.439 2.687 -0.07 -0.14 -0.09 0.00
H -2.151 -0.702 3.043 -0.08 0.02 0.02 0.00
H -0.881 -2.911 5.637 -0.11 0.01 0.06 0.00
H 1.528 -2.932 6.266 0.00 -0.07 0.02 0.00
H 3.155 -1.854 4.791 0.05 0.03 -0.02 0.00
H 4.378 -0.864 3.617 -0.03 0.01 0.05 0.00
H 5.809 0.477 2.136 -0.02 -0.02 -0.04 0.00
H 4.817 1.526 0.132 0.03 0.10 -0.06 0.00
H 4.073 1.429 -1.809 0.07 0.00 0.03 0.00
H 3.090 2.787 -3.617 0.00 -0.03 -0.11 0.00
H 0.662 3.348 -3.514 -0.07 0.08 -0.16 0.00
H -1.351 3.494 -2.105 -0.05 0.04 -0.07 0.00
H -1.475 2.550 -0.608 0.04 -0.01 -0.01 0.00
H -1.621 1.758 -2.182 -0.04 0.06 -0.07 0.00
N -2.425 -0.781 0.231 -0.42 -0.59 -1.80 0.24
C -2.593 -0.701 -1.136 0.22 0.01 1.67 0.13
C -3.828 -0.336 -1.683 -1.09 0.51 -0.98 0.08
C -3.962 -0.165 -3.049 -0.72 -0.19 1.99 0.04
C -2.871 -0.409 -3.850 -0.06 0.56 -2.62 0.19
C -1.636 -0.754 -3.351 1.00 -0.63 1.72 0.03
C -1.503 -0.926 -1.985 0.92 -0.06 -1.16 0.09
S -3.028 -0.070 -5.644 0.06 -0.40 0.91 -0.01
O -4.407 -0.384 -5.934 -0.03 0.19 -0.07 0.01
O -2.040 -0.919 -6.266 0.07 0.14 -0.01 0.01
O -2.694 1.349 -5.567 -0.04 -0.08 -0.11 0.10
H -1.663 -1.361 0.548 0.27 0.28 0.26 0.00
H -3.271 -0.859 0.771 0.01 0.21 0.24 0.00
H -4.679 -0.192 -1.035 -0.07 0.07 0.13 0.00
H -4.901 0.104 -3.505 -0.10 0.05 -0.03 0.00
H -0.810 -0.915 -4.025 0.07 -0.01 -0.09 0.00
H -0.557 -1.209 -1.549 0.18 0.00 0.05 0.00
```
Forces are in eV/Å.

Values from the calculation:
2S+1 = 2
⟨S²⟩ = 0.770
Gap between HOMO and LUMO (alpha / beta) = 0.274 / 0.150 Ha

Entry 4:
# C3H6N2O

A cluster of 2 separate species, C3H6N2O in total at a distorted geometry (ωB97M-V with the def2-TZVPD basis set, OMol25).

Geometry as XYZ:
```
12
Properties=species:S:1:pos:R:3:forces:R:3:nbo_charge:R:1
C -0.361 -1.263 0.217 0.57 0.42 -0.21 -0.11
C -0.514 -0.447 1.298 -0.54 -0.77 -0.54 -0.12
N 0.575 0.405 1.304 -0.88 -0.77 0.72 -0.53
C 1.343 0.015 0.260 1.17 -0.67 -0.08 0.16
N 0.839 -0.978 -0.427 -0.67 0.45 0.26 -0.46
H -1.018 -2.027 -0.156 -0.08 -0.06 0.06 0.21
H -1.317 -0.501 2.013 0.19 0.51 0.21 0.22
H 0.879 0.778 2.187 0.33 0.52 -0.31 0.42
H 2.366 0.337 0.145 -0.12 0.43 -0.15 0.20
O -1.389 1.594 -2.205 -0.27 -0.22 0.95 -0.95
H -0.566 1.083 -2.192 -0.30 0.07 0.13 0.48
H -1.806 1.441 -1.324 0.61 0.07 -1.03 0.47
```
Forces are in eV/Å.

Values from the calculation:
SMILES = c1c[nH]cn1.O
Gap between HOMO and LUMO = 0.368 Ha

Entry 5:
# C3H6N2S

The molecule C3H6N2S at a distorted geometry (ωB97M-V with the def2-TZVPD basis set, OMol25).

Geometry as XYZ:
```
12
Properties=species:S:1:pos:R:3:forces:R:3:nbo_charge:R:1
S 1.909 0.032 -0.286 -0.13 1.35 -3.85 0.09
N 0.148 -0.050 -0.505 1.37 -1.24 3.35 -0.58
C -0.363 -1.033 0.570 3.34 -0.79 -2.86 0.23
N -1.551 -0.867 0.899 -0.57 1.03 -1.02 -0.41
C -1.912 0.356 0.044 -4.48 1.62 0.73 -0.28
C -0.642 1.122 -0.081 1.70 1.45 1.20 -0.26
H 2.260 0.465 -1.819 -0.80 -1.10 3.53 0.15
H 0.465 -1.841 0.719 -2.08 1.15 0.46 0.22
H -2.804 0.949 0.573 2.10 -1.25 -0.92 0.21
H -2.357 0.146 -0.999 0.91 -0.47 1.61 0.22
H -0.374 1.651 1.007 -0.23 -1.63 -2.60 0.18
H -0.420 1.872 -0.862 -1.12 -0.12 0.37 0.23
```
Forces are in eV/Å.

Values from the calculation:
SMILES = SN1C=NCC1
Gap between HOMO and LUMO = 0.353 Ha